# 1
C4H5LiOSr as an isolated structure at a distorted geometry. Source: the OMol25 dataset; level of theory: wB97M-V/def2-TZVPD.

Structure (XYZ):
```
12
C4H5LiOSr, DFT wB97M-V/def2-TZVPD
C 1.81 -0.81 0.02
C 0.61 -0.75 0.57
C -0.61 -1.16 0.99
H 2.49 0.04 0.10
H 2.15 -1.70 -0.51
H -1.38 -1.43 0.26
H -0.80 -1.33 2.05
O -0.90 1.47 -1.01
C -0.92 1.36 0.29
Sr 0.58 0.74 -2.68
Li -2.98 1.65 -0.81
H -0.06 1.91 0.74
```

Its expectation value of S² is 0.751. The total charge is +1. As for the multiplicity: 2. Its HOMO energy (alpha / beta) is -8.63 / -11.16 eV.

Löwdin population analysis, charges in e, atoms 1 to 6:
1 C -0.070
2 C -0.222
3 C 0.011
4 H 0.061
5 H 0.071
6 H 0.078

=====

# 2
C4H5MgO2 as an isolated structure at a distorted geometry. Source: the OMol25 dataset; level of theory: wB97M-V/def2-TZVPD.

Structure (XYZ):
```
12
C4H5MgO2, DFT wB97M-V/def2-TZVPD
H 1.85 1.33 2.44
O 0.94 1.01 2.42
Mg -0.80 2.10 1.97
O -0.78 -0.59 -3.15
C -0.56 -0.11 -2.06
C -0.74 -0.85 -0.76
C -0.22 -0.09 0.41
C 0.83 -0.26 1.13
H -0.24 0.96 -1.97
H -0.29 -1.86 -0.86
H -1.83 -0.99 -0.65
H 1.84 -0.66 1.08
```

Its expectation value of S² is 0.753. As for the multiplicity: 2. The energy relative to the best compared isomer or geometry (same formula, charge and spin) is 0.0 kcal/mol. Its HOMO energy (alpha / beta) is -6.63 / -8.41 eV.

Löwdin population analysis, charges in e, atoms 1 to 6:
1 H 0.017
2 O -0.413
3 Mg 0.698
4 O 0.041
5 C -0.274
6 C -0.214

=====

# 3
C4H5MnO6 as an isolated structure at a distorted geometry. Source: the OMol25 dataset; level of theory: wB97M-V/def2-TZVPD.

Structure (XYZ):
```
16
C4H5MnO6, DFT wB97M-V/def2-TZVPD
H -0.62 0.16 -0.10
O 2.09 1.67 -0.36
C 1.66 0.55 0.07
O 1.15 0.53 1.23
O 1.38 -0.38 -0.82
C 0.87 -1.67 -0.42
O -1.31 -0.62 0.02
C -2.11 2.46 0.52
C -0.64 -1.75 -0.50
O -0.93 2.67 0.43
O -3.16 2.60 0.95
Mn 0.97 2.60 0.94
H 1.22 -1.92 0.59
H 1.32 -2.36 -1.14
H -0.93 -1.93 -1.55
H -0.96 -2.62 0.11
```

Its expectation value of S² is 8.754. The total charge is +1. As for the multiplicity: 6. Its HOMO energy (alpha / beta) is -13.85 / -13.86 eV.

Löwdin population analysis, charges in e, atoms 1 to 6:
1 H 0.104
2 O -0.032
3 C -0.716
4 O -0.026
5 O 0.064
6 C -0.101

=====

# 4
C4H5N as an isolated structure. Source: the OMol25 dataset; level of theory: wB97M-V/def2-TZVPD.

Structure (XYZ):
```
10
C4H5N, DFT wB97M-V/def2-TZVPD
C 1.64 -0.31 0.53
C 1.52 0.29 -0.66
C 0.18 0.01 -0.11
C -1.14 0.65 0.03
N -0.94 -0.67 -0.64
H 2.22 -1.06 1.05
H 0.50 -0.42 1.11
H -1.30 1.53 -0.59
H -1.72 0.60 0.94
H -0.95 -0.62 -1.66
```

The energy relative to the best compared isomer or geometry (same formula, charge and spin) is 153.3 kcal/mol. Its HOMO energy is -9.26 eV.

Löwdin population analysis, charges in e, atoms 1 to 6:
1 C -0.069
2 C 0.026
3 C -0.535
4 C -0.076
5 N 0.069
6 H 0.094

=====

# 5
One molecule with the formula C4H5N at a distorted geometry. Source: the OMol25 dataset; level of theory: wB97M-V/def2-TZVPD.

Structure (XYZ):
```
10
C4H5N, DFT wB97M-V/def2-TZVPD
C 0.56 -1.01 -0.02
C -0.82 -0.75 0.00
C -0.94 0.61 -0.19
N 0.30 1.16 -0.24
C 1.31 0.18 -0.14
H 1.08 -1.95 0.12
H -1.62 -1.45 0.19
H -1.83 1.21 -0.29
H 0.48 2.13 -0.41
H 1.48 -0.14 0.96
```

Its SMILES is c1cc[nH]c1. The energy relative to the best compared isomer or geometry (same formula, charge and spin) is 52.7 kcal/mol. Its HOMO energy is -8.42 eV.

Löwdin population analysis, charges in e, atoms 1 to 6:
1 C -0.155
2 C -0.097
3 C -0.120
4 N -0.021
5 C -0.186
6 H 0.100

=====

# 6
An isolated ion of composition C4H5N2 and charge +1 at a distorted geometry. Source: the OMol25 dataset; level of theory: wB97M-V/def2-TZVPD.

Structure (XYZ):
```
11
C4H5N2, DFT wB97M-V/def2-TZVPD
C 1.60 0.04 -0.31
C 0.37 0.68 0.15
C -1.28 -1.03 -0.35
C -2.20 -0.10 0.20
N 2.38 -0.62 0.40
N -0.78 0.15 0.11
H 1.68 -0.04 -1.40
H 0.40 1.84 0.42
H -2.74 0.54 -0.33
H -2.48 -0.31 1.20
H 3.05 -1.16 -0.10
```

Its expectation value of S² is 2.022. The total charge is +1. As for the multiplicity: 3. The energy relative to the best compared isomer or geometry (same formula, charge and spin) is 96.3 kcal/mol. Its HOMO energy (alpha / beta) is -14.65 / -14.96 eV.

Löwdin population analysis, charges in e, atoms 1 to 6:
1 C -0.209
2 C 0.027
3 C 0.312
4 C 0.046
5 N 0.176
6 N -0.004

=====

# 7
An isolated ion of composition C4H5N2O and charge +1 at a distorted geometry. Source: the OMol25 dataset; level of theory: wB97M-V/def2-TZVPD.

Structure (XYZ):
```
12
C4H5N2O, DFT wB97M-V/def2-TZVPD
N 2.69 0.10 -0.08
C 1.52 -0.41 -0.02
N 0.56 -1.08 -0.02
C -0.77 -1.35 0.03
C -1.55 -0.29 -0.16
C -1.68 1.15 -0.02
O -2.74 0.09 -0.02
H 3.30 0.19 -0.80
H 2.80 0.53 0.80
H -1.12 -2.31 0.12
H -1.77 1.92 -0.74
H -1.25 1.46 0.92
```

Its SMILES is [NH2+]=C=N/C=C1\CO1. The total charge is +1. The energy relative to the best compared isomer or geometry (same formula, charge and spin) is 57.6 kcal/mol. Its HOMO energy is -13.98 eV.

Löwdin population analysis, charges in e, atoms 1 to 6:
1 N 0.263
2 C -0.051
3 N 0.211
4 C -0.006
5 C -0.286
6 C 0.088

=====

# 8
An isolated ion of composition C4H5N2O and charge +1 at a distorted geometry. Source: the OMol25 dataset; level of theory: wB97M-V/def2-TZVPD.

Structure (XYZ):
```
12
C4H5N2O, DFT wB97M-V/def2-TZVPD
C -1.43 -1.72 -0.05
C -0.52 -0.72 0.07
N 0.93 -0.98 0.04
C 1.60 0.09 0.03
C 0.72 1.28 -0.06
N -0.60 0.71 -0.06
O -1.58 1.38 0.06
H -2.45 -1.50 -0.07
H -1.14 -2.70 0.04
H 2.72 0.25 0.06
H 0.87 2.07 0.84
H 0.86 1.84 -0.90
```

Its SMILES is C=C1N=CC[N+]1=O. The total charge is +1. The energy relative to the best compared isomer or geometry (same formula, charge and spin) is 78.0 kcal/mol. Its HOMO energy (alpha / beta) is -15.49 / -15.49 eV.

Löwdin population analysis, charges in e, atoms 1 to 6:
1 C 0.286
2 C -0.170
3 N 0.135
4 C -0.084
5 C -0.042
6 N -0.084

=====

# 9
C4H5N2O as an isolated structure at a distorted geometry. Source: the OMol25 dataset; level of theory: wB97M-V/def2-TZVPD.

Structure (XYZ):
```
12
C4H5N2O, DFT wB97M-V/def2-TZVPD
C -0.32 -1.47 -0.01
C -1.95 0.21 0.03
C 1.00 -1.05 -0.11
C 0.83 0.55 0.05
N -1.42 -1.03 0.04
N -0.39 1.15 -0.32
O -2.96 0.73 0.13
H 1.65 -1.44 0.68
H 1.44 -1.35 -1.06
H 1.16 0.83 1.06
H 1.56 0.89 -0.70
H -0.59 1.99 0.22
```

The total charge is +1. The energy relative to the best compared isomer or geometry (same formula, charge and spin) is 66.3 kcal/mol. Its HOMO energy (alpha / beta) is -14.81 / -14.81 eV.

Löwdin population analysis, charges in e, atoms 1 to 6:
1 C 0.131
2 C -0.281
3 C -0.042
4 C -0.183
5 N 0.289
6 N 0.082

=====

# 10
An isolated ion of composition C4H5N2O2 and charge +1 at a distorted geometry. Source: the OMol25 dataset; level of theory: wB97M-V/def2-TZVPD.

Structure (XYZ):
```
13
C4H5N2O2, DFT wB97M-V/def2-TZVPD
C -1.13 1.58 -1.37
C -1.31 1.38 -0.01
C -0.28 0.75 -2.09
C 1.43 -0.96 0.29
N 0.34 -0.06 -0.05
N -0.67 0.30 0.64
O 0.45 0.29 -2.83
O -1.16 -0.15 1.67
H -1.83 2.27 -2.00
H -2.04 2.02 0.59
H 2.28 -0.66 -0.44
H 1.64 -0.98 1.30
H 1.23 -1.92 -0.01
```

The total charge is +1. The energy relative to the best compared isomer or geometry (same formula, charge and spin) is 91.8 kcal/mol. Its HOMO energy is -14.90 eV.

Löwdin population analysis, charges in e, atoms 1 to 6:
1 C 0.035
2 C 0.125
3 C -0.038
4 C 0.014
5 N 0.041
6 N -0.301

=====

# 11
An isolated ion of composition C4H5N2O3P and charge -2 at a distorted geometry. Source: the OMol25 dataset; level of theory: wB97M-V/def2-TZVPD.

Structure (XYZ):
```
15
C4H5N2O3P, DFT wB97M-V/def2-TZVPD
O -2.80 -1.19 -0.40
P -2.22 0.13 0.10
O -2.05 0.18 1.58
O -2.65 1.40 -0.60
N -0.56 -0.14 -0.55
C 0.30 1.23 -0.22
C 1.60 1.08 -0.07
C 2.12 -0.23 -0.23
N 1.51 -1.34 -0.31
C 0.03 -1.17 0.12
H -0.55 1.89 -0.27
H 2.44 1.76 0.10
H 3.29 -0.24 -0.45
H -0.46 -2.18 -0.09
H 0.01 -1.19 1.31
```

Its SMILES is O=P([O-])([O-])N1C=CC=NC1. The total charge is -2. The energy relative to the best compared isomer or geometry (same formula, charge and spin) is 69.9 kcal/mol. Its HOMO energy is 0.44 eV.

Löwdin population analysis, charges in e, atoms 1 to 6:
1 O -0.486
2 P -0.025
3 O -0.447
4 O -0.471
5 N -0.129
6 C -0.006

=====

# 12
An isolated ion of composition C4H5N2OS and charge +1 at a distorted geometry. Source: the OMol25 dataset; level of theory: wB97M-V/def2-TZVPD.

Structure (XYZ):
```
13
C4H5N2OS, DFT wB97M-V/def2-TZVPD
C 0.00 -0.25 0.10
C -0.04 0.90 0.69
C -2.02 -0.09 0.60
C 2.19 -0.99 -1.20
N -1.22 -0.92 0.02
N -1.41 1.18 0.94
O 1.48 -0.32 -1.95
S 1.53 -1.21 0.52
H 0.51 -0.09 -1.35
H 0.71 1.52 1.12
H -3.01 -0.43 0.68
H 3.13 -1.40 -1.30
H -1.84 2.11 1.13
```

The total charge is +1. The energy relative to the best compared isomer or geometry (same formula, charge and spin) is 54.5 kcal/mol. Its HOMO energy is -14.86 eV.

Löwdin population analysis, charges in e, atoms 1 to 6:
1 C -0.668
2 C -0.072
3 C -0.103
4 C -0.289
5 N 0.109
6 N 0.149

=====

# 13
An isolated ion of composition C4H5N2S and charge +1 at a distorted geometry. Source: the OMol25 dataset; level of theory: wB97M-V/def2-TZVPD.

Structure (XYZ):
```
12
C4H5N2S, DFT wB97M-V/def2-TZVPD
C -1.38 -1.45 0.11
C 1.89 -0.42 0.12
C -2.64 -1.60 0.55
C 1.60 0.85 0.71
N 0.94 -1.15 -0.46
N -0.29 -1.19 -0.29
S 3.33 -1.31 -0.06
H -2.91 -0.84 1.41
H -3.30 -2.37 0.30
H 0.70 0.97 1.35
H 2.43 1.10 1.28
H 1.45 1.56 -0.15
```

Its expectation value of S² is 2.055. The total charge is +1. As for the multiplicity: 3. The energy relative to the best compared isomer or geometry (same formula, charge and spin) is 0.0 kcal/mol. Its HOMO energy (alpha / beta) is -13.27 / -14.34 eV.

Löwdin population analysis, charges in e, atoms 1 to 6:
1 C -0.019
2 C -0.727
3 C 0.141
4 C -0.053
5 N 0.002
6 N 0.109

=====

# 14
A 2-piece molecular cluster, C4H5N3 overall at a distorted geometry. Source: the OMol25 dataset; level of theory: wB97M-V/def2-TZVPD.

Structure (XYZ):
```
12
C4H5N3, DFT wB97M-V/def2-TZVPD
C -1.88 1.10 0.80
N 0.10 -0.84 -1.02
C 1.27 -0.87 -0.53
C 2.40 -1.54 -1.15
N 3.29 -2.09 -1.66
C 0.51 1.48 1.73
N -0.58 1.33 1.32
H -1.84 0.23 0.15
H -2.20 1.97 0.22
H -2.58 0.94 1.62
H 0.06 -1.35 -1.91
H 1.47 -0.36 0.41
```

The energy relative to the best compared isomer or geometry (same formula, charge and spin) is 67.9 kcal/mol. Its HOMO energy is -11.39 eV.

Löwdin population analysis, charges in e, atoms 1 to 6:
1 C -0.109
2 N 0.122
3 C -0.228
4 C -0.185
5 N 0.156
6 C 0.008

=====

# 15
A 2-piece molecular cluster, C4H5N3 overall at a distorted geometry. Source: the OMol25 dataset; level of theory: wB97M-V/def2-TZVPD.

Structure (XYZ):
```
12
C4H5N3, DFT wB97M-V/def2-TZVPD
N 2.39 -0.85 -1.97
C 1.99 -0.47 -0.95
C 1.57 -0.03 0.34
C 1.08 1.18 0.52
N 0.59 2.29 0.71
H 1.63 -0.68 1.20
H -0.41 2.21 0.52
C -2.05 -0.54 0.11
N -1.00 -1.25 0.11
H -2.53 -0.15 -0.79
H -2.54 -0.31 1.06
H -0.70 -1.41 -0.86
```

Its SMILES is N#CC=C=N.C=N. The energy relative to the best compared isomer or geometry (same formula, charge and spin) is 74.3 kcal/mol. Its HOMO energy is -9.67 eV.

Löwdin population analysis, charges in e, atoms 1 to 6:
1 N 0.137
2 C -0.255
3 C -0.136
4 C -0.171
5 N 0.176
6 H 0.114

=====

# 16
One molecule with the formula C4H5N3 at a distorted geometry. Source: the OMol25 dataset; level of theory: wB97M-V/def2-TZVPD.

Structure (XYZ):
```
12
C4H5N3, DFT wB97M-V/def2-TZVPD
H -1.25 -2.09 0.55
N -0.64 -1.28 0.58
C 0.16 -1.19 -0.39
C 1.09 0.00 -0.48
N 1.02 0.71 0.77
C -0.13 1.17 1.00
C -1.24 1.25 -0.14
N -2.04 1.41 -0.98
H 0.32 -1.95 -1.16
H 2.10 -0.37 -0.63
H 0.81 0.64 -1.33
H -0.24 1.57 2.03
```

Its SMILES is [H]/N=C/C/N=C\C#N. The energy relative to the best compared isomer or geometry (same formula, charge and spin) is 66.1 kcal/mol. Its HOMO energy is -10.29 eV.

Löwdin population analysis, charges in e, atoms 1 to 6:
1 H 0.069
2 N 0.104
3 C -0.210
4 C -0.241
5 N 0.016
6 C -0.150

=====

# 17
One molecule with the formula C4H5N3 at a distorted geometry. Source: the OMol25 dataset; level of theory: wB97M-V/def2-TZVPD.

Structure (XYZ):
```
12
C4H5N3, DFT wB97M-V/def2-TZVPD
N 1.11 -1.43 -0.69
C 0.32 -0.51 -0.06
C -1.02 -0.35 -0.51
N -1.70 0.77 -0.31
C -1.10 1.71 0.47
N 0.05 1.58 1.14
C 0.73 0.47 0.86
H 0.72 -2.19 -1.22
H 2.02 -1.84 -0.32
H -1.55 -1.15 -1.07
H -1.64 2.64 0.60
H 1.68 0.35 1.38
```

Its SMILES is Nc1cncnc1. The energy relative to the best compared isomer or geometry (same formula, charge and spin) is 22.0 kcal/mol. Its HOMO energy is -8.57 eV.

Löwdin population analysis, charges in e, atoms 1 to 6:
1 N 0.078
2 C -0.304
3 C -0.110
4 N 0.065
5 C -0.223
6 N 0.065

=====

# 18
A 2-piece molecular cluster, C4H5N3 overall. Source: the OMol25 dataset; level of theory: wB97M-V/def2-TZVPD.

Structure (XYZ):
```
12
C4H5N3, DFT wB97M-V/def2-TZVPD
C 0.03 0.41 -0.01
C 1.13 1.03 0.13
N 2.39 1.00 0.21
C 2.67 -0.34 0.08
N 1.77 -1.29 -0.07
C 0.47 -0.94 -0.12
H 3.72 -0.60 0.12
H -0.24 -1.76 -0.24
N -3.08 0.79 -0.05
H -2.76 0.54 -0.97
H -3.70 0.10 0.34
H -2.30 1.02 0.54
```

Its SMILES is C1=C=NC=NC=1.N. The energy relative to the best compared isomer or geometry (same formula, charge and spin) is 100.2 kcal/mol. Its HOMO energy is -9.32 eV.

Löwdin population analysis, charges in e, atoms 1 to 6:
1 C 0.000
2 C -0.072
3 N 0.142
4 C -0.176
5 N 0.072
6 C -0.145

=====

# 19
One molecule with the formula C4H5N3 at a distorted geometry. Source: the OMol25 dataset; level of theory: wB97M-V/def2-TZVPD.

Structure (XYZ):
```
12
C4H5N3, DFT wB97M-V/def2-TZVPD
N 2.52 -1.06 1.44
C 1.67 -0.78 0.69
C 0.73 -0.43 -0.30
C -0.61 -1.10 -0.41
N -1.63 -0.16 0.13
C -1.12 0.98 0.20
N 0.33 1.02 -0.22
H 0.42 1.41 -1.16
H -0.94 -1.29 -1.44
H -0.66 -2.06 0.12
H -1.61 1.89 0.53
H 0.90 1.58 0.41
```

The energy relative to the best compared isomer or geometry (same formula, charge and spin) is 84.3 kcal/mol. Its HOMO energy is -7.54 eV.

Löwdin population analysis, charges in e, atoms 1 to 6:
1 N 0.086
2 C -0.311
3 C -0.287
4 C -0.194
5 N 0.092
6 C -0.127

=====

# 20
One molecule with the formula C4H5N3 at a distorted geometry. Source: the OMol25 dataset; level of theory: wB97M-V/def2-TZVPD.

Structure (XYZ):
```
12
C4H5N3, DFT wB97M-V/def2-TZVPD
C 0.89 1.09 1.27
N 0.79 0.14 0.21
C -1.23 -0.60 -0.77
C -0.10 0.27 -0.83
N -0.32 1.00 -1.82
C -1.17 -1.93 -1.23
N -1.08 -3.04 -1.56
H -0.06 1.63 1.38
H 1.68 1.81 1.06
H 1.09 0.57 2.21
H 1.47 -0.58 0.08
H -1.96 -0.36 0.00
```

The energy relative to the best compared isomer or geometry (same formula, charge and spin) is 113.2 kcal/mol. Its HOMO energy (alpha / beta) is -9.62 / -9.25 eV.

Löwdin population analysis, charges in e, atoms 1 to 6:
1 C -0.096
2 N -0.034
3 C -0.021
4 C -0.601
5 N 0.311
6 C -0.218